Entry 1:
The following is a quantum chemistry calculation of an isolated molecule of C2H4N4 at a distorted geometry, from the Open Molecules 2025 dataset.

Each line ends with the Mulliken charge.
Positions of all 10 atoms, in Å:
H: -2.551 0.609 -0.021  0.182
N: -1.875 -0.128 -0.153  -0.700
C: -0.600 0.138 -0.048  0.171
N: 0.140 -1.002 0.121  -0.274
C: 1.445 -0.637 0.112  -0.043
N: 1.613 0.659 -0.010  -0.602
N: 0.311 1.139 -0.114  0.146
H: -0.905 -1.574 0.109  0.510
H: 2.268 -1.332 0.215  0.405
H: 0.152 2.128 -0.211  0.205

SMILES: [H]/N=c1/[nH]cn[nH]1
Net charge: 0
Energy (eV): -8097.108
E_HOMO (eV): -8.215
ΔE to the lowest compared entry with this formula, charge and spin (kcal/mol): 50.9
Molecular weight (g mol⁻¹): 84.082

=====

Entry 2:
The following is a quantum chemistry calculation of a cluster of 2 separate species, CH3NO2 in total at a distorted geometry, from the Open Molecules 2025 dataset.

Each line ends with the Mulliken charge.
Positions of all 7 atoms, in Å:
C: -1.584 0.315 -0.003  -0.072
O: -1.272 -0.872 0.007  -0.408
H: -0.903 1.038 -0.472  0.224
H: -2.495 0.648 0.493  0.263
N: 2.271 0.020 0.121  0.003
O: 1.120 -0.195 -0.107  -0.214
H: 2.863 -0.953 -0.038  0.204

SMILES: C=O.N=O
Net charge: 0
Energy (eV): -6666.608
E_HOMO (eV): -9.394
ΔE to the lowest compared entry with this formula, charge and spin (kcal/mol): 116.6
Molecular weight (g mol⁻¹): 61.040

=====

Entry 3:
The following is a quantum chemistry calculation of a structure of composition C30H41Cl3CrN6O10P2S3 at a distorted geometry, from the Open Molecules 2025 dataset.

Each line ends with the Mulliken charge.
Positions of all 96 atoms, in Å:
Cr: -0.503 1.340 -1.114  -0.261
O: -0.308 1.468 -3.072  -0.111
S: 1.152 1.228 -3.396  0.936
O: 1.829 2.352 -3.958  -0.480
O: 1.517 1.380 -1.423  0.735
C: 2.397 2.411 -1.106  -0.314
C: 3.711 2.037 -0.910  -0.705
C: 4.682 2.982 -0.608  -0.579
C: 4.346 4.323 -0.492  -0.849
C: 3.029 4.705 -0.680  -0.640
C: 2.054 3.764 -0.998  0.950
S: 0.442 4.495 -1.247  0.076
O: 0.099 4.484 -2.665  -0.584
O: -1.020 3.592 0.775  -0.717
O: -0.409 3.220 -0.537  0.827
H: 3.967 0.986 -1.004  0.266
H: 5.708 2.661 -0.457  0.442
H: 5.103 5.064 -0.260  0.407
H: 2.743 5.753 -0.598  0.476
C: -5.055 0.149 -1.021  -1.007
N: -4.880 1.415 -0.303  0.422
C: -6.056 1.845 0.462  -0.975
P: -3.415 2.075 -0.040  0.396
O: -2.494 1.543 -1.122  -0.792
O: -2.908 1.531 1.387  -0.180
P: -1.502 0.916 1.856  -0.172
O: -0.377 0.898 0.843  -0.658
N: -1.023 1.600 3.241  0.610
C: -2.003 1.710 4.330  -0.972
C: 0.125 2.525 3.332  -0.832
N: -2.038 -0.608 2.134  1.261
C: -3.390 -0.959 2.567  -1.000
C: -1.014 -1.575 2.538  -1.492
N: -3.635 3.664 0.141  0.458
C: -3.523 4.319 1.452  -0.940
C: -3.259 4.529 -0.997  -0.986
H: -5.924 0.228 -1.672  0.407
H: -5.223 -0.689 -0.335  0.290
H: -4.195 -0.058 -1.646  0.265
H: -6.918 1.909 -0.202  0.345
H: -5.898 2.827 0.903  0.232
H: -6.289 1.131 1.257  0.311
H: -2.909 1.143 4.113  0.221
H: -2.284 2.756 4.476  0.358
H: -1.581 1.333 5.263  0.330
H: 0.747 2.448 2.451  0.125
H: 0.710 2.274 4.220  0.380
H: -0.217 3.558 3.410  0.246
H: -4.119 -0.244 2.190  0.182
H: -3.475 -1.010 3.657  0.309
H: -3.641 -1.944 2.169  0.320
H: -0.039 -1.265 2.182  0.401
H: -1.238 -2.551 2.097  0.382
H: -0.970 -1.687 3.628  0.296
H: -3.838 3.652 2.254  0.217
H: -4.187 5.184 1.451  0.494
H: -2.498 4.639 1.633  0.313
H: -3.145 3.956 -1.916  0.342
H: -2.312 5.025 -0.780  0.260
H: -4.031 5.281 -1.154  0.405
Cl: 2.716 -4.097 4.939  -0.207
C: 2.602 -4.080 3.211  0.421
C: 3.108 -3.010 2.502  -1.062
C: 2.980 -3.008 1.122  0.199
C: 2.377 -4.050 0.425  -0.091
C: 2.382 -3.951 -1.085  1.714
C: 1.027 -3.924 -1.784  -1.302
N: 0.189 -2.761 -1.452  0.477
C: -1.146 -2.814 -1.096  -0.769
C: -1.581 -1.532 -1.046  -0.821
N: -0.520 -0.693 -1.354  1.172
C: 0.539 -1.474 -1.551  -0.397
O: 3.068 -5.015 -1.696  -0.441
C: 4.353 -4.650 -2.229  -0.754
C: 4.241 -3.541 -3.236  0.159
C: 4.565 -2.240 -3.002  0.608
Cl: 5.294 -1.606 -1.575  -0.150
S: 4.187 -1.203 -4.311  -0.117
C: 3.567 -2.519 -5.218  -0.389
C: 3.661 -3.690 -4.539  -0.727
C: 1.895 -5.129 1.178  0.826
Cl: 1.140 -6.517 0.452  -0.205
C: 1.996 -5.142 2.560  -0.860
H: 3.594 -2.190 3.022  0.451
H: 3.383 -2.169 0.557  0.147
H: 2.890 -3.014 -1.317  -1.048
H: 0.462 -4.814 -1.540  0.325
H: 1.223 -3.935 -2.854  0.173
H: -1.666 -3.752 -0.958  0.492
H: -2.566 -1.154 -0.836  0.167
H: 1.529 -1.134 -1.831  0.382
H: 4.726 -5.557 -2.693  0.472
H: 5.037 -4.368 -1.428  0.301
H: 3.184 -2.348 -6.219  0.448
H: 3.334 -4.647 -4.937  0.469
H: 1.612 -5.984 3.123  0.487

<S²>: 3.768
Net charge: +1
Energy (eV): -178261.071
E_HOMO (spin up / spin down) (eV): -10.850 / -10.885
ΔE to the lowest compared entry with this formula, charge and spin (kcal/mol): 90.7
2S+1: 4
Molecular weight (g mol⁻¹): 962.194

=====

Entry 4:
The following is a quantum chemistry calculation of the ion C4H12N3 with charge +1 at a distorted geometry, from the Open Molecules 2025 dataset.

Each line ends with the Mulliken charge.
Positions of all 19 atoms, in Å:
C: -1.832 2.614 -0.400  -1.163
C: -0.585 2.034 0.102  0.275
N: -0.223 0.789 0.128  0.165
N: 0.996 0.285 0.591  -0.402
C: 1.000 -1.056 1.011  -0.473
N: 0.194 -1.908 0.244  -0.389
C: 0.733 -2.434 -1.100  -0.949
H: -1.682 3.523 -1.000  0.373
H: -2.564 2.113 -1.147  0.317
H: -2.248 3.243 0.368  0.339
H: 0.087 2.784 0.466  0.355
H: -0.836 0.019 -0.105  0.276
H: 1.462 0.934 1.217  0.290
H: 2.085 -1.526 1.073  0.291
H: 0.757 -1.060 2.117  0.384
H: -0.102 -2.637 0.831  0.232
H: 1.235 -1.645 -1.650  0.333
H: 1.477 -3.217 -1.043  0.367
H: 0.045 -2.854 -1.702  0.378

SMILES: C/C=[NH+]/NCNC
Net charge: +1
Energy (eV): -8803.750
E_HOMO (eV): -13.253
ΔE to the lowest compared entry with this formula, charge and spin (kcal/mol): 91.9
Molecular weight (g mol⁻¹): 102.161

=====

Entry 5:
The following is a quantum chemistry calculation of a cluster of 2 separate species, C2H4O3 in total at a distorted geometry, from the Open Molecules 2025 dataset.

Each line ends with the Mulliken charge.
Positions of all 9 atoms, in Å:
C: -0.401 -0.322 0.594  0.342
C: -0.438 0.724 -0.397  -0.942
O: -1.185 -0.801 1.302  -0.352
O: 1.320 -1.201 2.346  -0.200
O: 1.477 -0.659 1.100  -0.101
H: -0.913 0.438 -1.270  0.322
H: -1.016 1.427 0.047  0.312
H: 0.518 1.310 -0.692  0.272
H: 1.663 -2.075 2.344  0.346

<S²>: 2.006
Net charge: 0
Energy (eV): -8273.399
E_HOMO (spin up / spin down) (eV): -5.516 / -11.174
ΔE to the lowest compared entry with this formula, charge and spin (kcal/mol): 24.4
2S+1: 3
Molecular weight (g mol⁻¹): 76.051

=====

Entry 6:
The following is a quantum chemistry calculation of an isolated molecule of CHNOS at a distorted geometry, from the Open Molecules 2025 dataset.

Each line ends with the Mulliken charge.
Positions of all 5 atoms, in Å:
C: 1.433 0.716 1.428  0.744
N: 0.636 0.244 -0.401  -0.532
O: 1.494 -0.275 0.672  -0.181
S: 1.189 2.013 2.225  -0.212
H: -0.297 -0.124 -0.203  0.182

Net charge: 0
Energy (eV): -15420.772
E_HOMO (eV): -8.413
ΔE to the lowest compared entry with this formula, charge and spin (kcal/mol): 80.0
Molecular weight (g mol⁻¹): 75.092

=====

Entry 7:
The following is a quantum chemistry calculation of a cluster of 2 separate species, C5H14 in total at a distorted geometry, from the Open Molecules 2025 dataset.

Each line ends with the Mulliken charge.
Positions of all 19 atoms, in Å:
C: -1.130 -1.020 -0.531  -0.355
C: 0.048 -1.817 -0.158  -0.815
C: -1.778 -0.214 0.593  -0.877
H: -0.824 -0.347 -1.293  0.561
H: -1.866 -1.643 -1.005  0.415
H: 0.678 -2.439 -0.829  0.356
H: -0.133 -2.720 0.456  0.371
H: -2.874 -0.241 0.434  0.345
H: -1.729 -0.794 1.544  0.316
H: 0.596 -1.128 0.677  0.297
H: -1.410 0.803 0.901  0.310
C: 1.227 1.096 -0.641  -0.087
C: 1.493 1.870 0.640  -1.000
H: 0.288 0.620 -0.573  -0.623
H: 1.178 1.828 -1.489  0.404
H: 1.973 0.315 -0.916  0.343
H: 1.037 2.846 0.396  0.300
H: 2.638 2.028 0.732  0.324
H: 1.290 1.378 1.548  0.415

<S²>: 0.753
Net charge: +1
Energy (eV): -5399.570
E_HOMO (spin up / spin down) (eV): -16.182 / -15.549
ΔE to the lowest compared entry with this formula, charge and spin (kcal/mol): 35.4
2S+1: 2
Molecular weight (g mol⁻¹): 74.167

=====

Entry 8:
The following is a quantum chemistry calculation of a structure of composition C6H8BeLiO6 at a distorted geometry, from the Open Molecules 2025 dataset.

Each line ends with the Mulliken charge.
Positions of all 22 atoms, in Å:
O: 2.001 -0.927 1.042  -0.508
C: 1.259 0.166 0.966  1.207
C: 2.617 -1.219 -0.233  -0.434
O: 0.231 0.036 0.082  -0.340
O: 2.620 1.167 -0.104  -0.623
C: 3.338 0.085 -0.609  -0.280
H: 1.851 -1.489 -0.971  0.216
H: 3.309 -2.054 -0.076  0.362
H: 3.405 0.126 -1.711  0.277
H: 4.357 0.072 -0.183  0.295
O: -1.690 0.264 1.335  -0.440
C: -0.908 0.876 0.377  1.696
C: -2.474 -0.718 0.670  -0.314
O: -0.574 2.121 0.678  -0.998
O: -1.677 0.870 -0.813  -0.694
C: -2.765 -0.052 -0.678  -0.420
H: -3.373 -0.906 1.264  0.342
H: -1.903 -1.649 0.553  0.247
H: -3.705 0.514 -0.672  0.297
H: -2.755 -0.757 -1.516  0.274
Be: 1.016 1.846 1.014  -0.064
Li: -1.587 2.878 -0.752  0.902

Net charge: +1
Energy (eV): -19236.371
E_HOMO (eV): -12.764
ΔE to the lowest compared entry with this formula, charge and spin (kcal/mol): 20.5
Molecular weight (g mol⁻¹): 192.077